Record 1
Entry from OMol25: one molecule with the formula C9H13BO3 (the ωB97M-V functional and the def2-TZVPD basis).

Properties
**LUMO**: 0.3 eV
**Energy relative to the best compared isomer or geometry (same formula, charge and spin)**: 2.53 kcal per mole
**Structure (SMILES)**: COc1cccc(CCB(O)O)c1
**E_HOMO**: -8.46 eV

Structure (XYZ):
```
26
Properties=species:S:1:pos:R:3:forces:R:3
C -1.04330 -0.01143 3.91455 0.4 0.0 0.4
O -2.00663 -0.18488 2.92880 0.0 -0.7 -2.0
C -1.51443 -0.41787 1.62818 0.8 0.6 1.0
C -2.44112 -0.60031 0.62757 0.4 0.1 -0.2
C -1.99258 -0.73579 -0.67048 -1.0 -0.4 0.0
C -0.66133 -0.70007 -0.98646 -0.2 -0.5 -1.4
C 0.28182 -0.48890 -0.02638 0.8 0.2 1.2
C 1.74495 -0.38437 -0.37728 0.7 -1.6 0.2
C 2.13891 0.86481 -1.10540 -1.3 1.0 -1.9
B 1.30074 0.94594 -2.47512 -0.6 0.9 -0.4
O 1.47247 -0.05384 -3.38057 0.7 -1.0 -1.0
O 0.40032 1.97490 -2.78835 0.8 -0.4 -0.6
C -0.13636 -0.38718 1.29345 -1.7 0.1 0.2
H -0.38050 0.79557 3.64135 0.3 0.5 0.1
H -1.55243 0.23781 4.83618 -0.2 0.0 0.1
H -0.43682 -0.90236 4.07437 0.0 -0.2 0.0
H -3.47826 -0.63802 0.84188 -0.8 0.0 0.3
H -2.74017 -0.93918 -1.43153 0.2 0.1 -0.1
H -0.35685 -0.95394 -1.99595 0.0 0.3 0.0
H 2.37738 -0.51031 0.52117 -0.4 -0.1 -0.3
H 1.97755 -1.23778 -1.07351 -0.1 0.6 0.7
H 1.89483 1.80026 -0.62717 0.0 0.2 0.8
H 3.19033 0.89921 -1.37371 0.2 -0.2 0.1
H 1.20666 -0.02748 -4.31815 -0.1 0.3 1.0
H 0.18988 1.93352 -3.75016 -0.1 0.1 1.2
H 0.56495 -0.27829 2.07271 0.8 0.2 0.6
```
Forces are in eV/Å.

---

Record 2
Entry from OMol25: C17H34ClGeN4O5RuSSe as an isolated structure (the ωB97M-V functional and the def2-TZVPD basis).

Properties
**Charge**: +2
**LUMO (spin up / spin down)**: -8.3 / -7.7 eV
**Energy relative to the best compared isomer or geometry (same formula, charge and spin)**: 7.61 kcal per mole
**Spin multiplicity**: 2
**E_HOMO (spin up / spin down)**: -14.57 / -14.58 eV
**⟨S²⟩**: 0.8222

Structure (XYZ):
```
65
Properties=species:S:1:pos:R:3:forces:R:3
Ru 0.20102 -0.29258 0.61060 -1.1 0.4 1.1
O 1.80928 3.25131 -0.77266 -0.1 -0.5 0.4
Cl 1.20397 2.08731 -0.26838 -0.1 0.4 -0.5
O 0.55437 2.27221 1.03638 0.0 -0.5 -0.3
O 2.16222 0.97890 -0.05946 -0.3 -0.2 0.0
O 0.15723 1.56815 -1.14749 0.6 0.4 -0.5
N -2.38971 2.37619 -0.42465 -0.1 -0.1 0.0
C -2.47611 1.59402 0.63190 -0.1 0.1 0.3
S -2.15735 -0.13493 0.40251 1.0 0.0 0.0
N -2.86207 2.12602 1.77907 -0.1 -0.1 0.2
C -3.20288 1.53782 3.04733 0.1 0.0 0.0
C -2.95432 2.32104 4.16815 0.1 0.0 0.0
C -3.30810 1.85800 5.42606 0.0 0.0 0.0
C -3.92288 0.62072 5.56591 0.0 0.0 0.0
C -4.17168 -0.15398 4.44071 -0.1 0.1 0.0
C -3.82195 0.30299 3.17616 -0.2 0.0 -0.2
H -1.95533 2.02473 -1.26226 0.0 0.0 0.0
H -2.58398 3.36664 -0.37506 0.0 0.0 0.0
H -2.92584 3.13686 1.78912 -0.1 0.0 0.0
H -2.49380 3.29751 4.05805 0.0 0.0 0.0
H -3.11489 2.47247 6.29592 0.0 0.0 0.0
H -4.23607 0.27685 6.54314 0.0 0.0 0.0
H -4.68491 -1.10221 4.53598 0.0 0.0 0.0
H -4.09630 -0.27196 2.30422 0.0 0.0 0.0
C 2.88392 -1.83504 1.38988 0.2 0.1 -0.1
Ge 2.91672 -1.52172 3.31312 -0.1 0.3 0.1
C 1.89772 -2.93106 4.17834 0.1 -0.1 0.1
C 4.69118 -1.27395 4.03385 0.1 -0.1 0.0
C 2.00955 0.26453 3.53052 0.5 -0.4 -0.1
Se 0.15257 0.35624 3.08520 -0.1 0.3 -0.6
C -0.59964 -0.55263 4.60890 0.0 -0.6 -0.1
H 3.06532 -2.88630 1.16184 -0.1 0.0 -0.1
H 3.61681 -1.22816 0.85973 0.0 0.0 0.0
H 1.88159 -1.59038 1.00949 0.1 -0.2 0.0
H 2.41909 -3.87356 4.00148 -0.1 0.0 0.0
H 0.88736 -3.01928 3.77633 0.0 0.0 0.0
H 1.84691 -2.78826 5.25816 0.0 0.0 0.0
H 5.25170 -2.20456 3.93804 0.0 0.0 0.0
H 4.64331 -1.01134 5.09019 0.0 0.0 0.0
H 5.22270 -0.49026 3.49511 0.0 0.0 0.0
H 2.50250 0.96694 2.85622 0.0 0.1 0.1
H 2.13157 0.61241 4.55738 -0.2 0.1 0.0
H 0.09555 -1.28946 4.99504 0.0 0.0 0.0
H -1.54049 -1.01103 4.32057 0.0 0.0 0.0
H -0.77596 0.23002 5.34380 0.0 0.1 -0.1
C 1.94699 -3.13685 -2.63494 0.0 0.0 -0.1
N 0.80221 -2.53455 -1.94178 0.2 0.2 0.1
C 0.55549 -1.14201 -2.28335 0.0 0.0 0.0
C 0.31724 -3.01065 -0.78340 0.2 -0.1 -0.1
O -0.14980 -2.24691 0.14971 -0.2 0.4 0.3
N 0.27741 -4.32236 -0.56221 -0.1 -0.1 0.2
C -0.06853 -4.81946 0.77128 0.0 0.0 0.0
C 0.26247 -5.32835 -1.62864 0.0 0.0 0.1
H 2.72073 -2.37766 -2.75631 0.0 0.0 0.1
H 1.67093 -3.49131 -3.62762 0.0 0.0 0.0
H 2.36378 -3.95897 -2.06273 0.0 0.0 0.0
H 0.63605 -1.01594 -3.36170 -0.1 0.0 0.0
H 1.29595 -0.48018 -1.82765 0.1 0.0 -0.1
H -0.45016 -0.84689 -1.98926 -0.1 0.0 0.0
H 0.25544 -4.11532 1.53044 0.1 0.0 0.0
H 0.42984 -5.77413 0.92450 0.0 0.0 0.0
H -1.14542 -4.96438 0.86645 0.0 0.0 0.0
H 0.07350 -4.87020 -2.59336 0.0 0.0 0.0
H -0.53945 -6.03520 -1.42143 0.0 0.0 0.0
H 1.19906 -5.88360 -1.66238 0.0 0.0 0.0
```
Forces are in eV/Å.

---

Record 3
Entry from OMol25: a 4-piece molecular cluster, C18H44ClNO13P3 overall (the ωB97M-V functional and the def2-TZVPD basis).

Properties
**Charge**: +1
**LUMO**: -3.8 eV
**E_HOMO**: -11.87 eV

Structure (XYZ):
```
80
Properties=species:S:1:pos:R:3:forces:R:3
C 3.09242 -3.06567 3.96375 0.7 0.5 -0.6
C 3.16149 -1.89161 2.97263 -0.9 -0.9 0.4
Cl 4.49760 -2.21544 1.82859 0.2 0.5 0.1
C 1.84144 -1.81373 2.17036 0.7 0.4 0.1
C 1.28905 -0.39648 1.88156 0.1 -0.3 0.2
C 2.26972 0.80646 1.93298 -0.6 0.0 1.1
C 1.30668 1.96222 2.19903 -0.2 0.7 -3.0
N 0.10640 1.37173 2.78663 1.4 -0.4 0.3
C 0.07894 0.09741 2.61630 -0.8 -0.3 1.0
C -1.15586 -0.60838 3.12644 0.3 -0.2 -0.6
C -1.30196 -2.06778 2.70315 -1.2 0.4 0.1
O -1.13029 -2.19223 1.30751 0.7 -0.1 0.0
H 3.11941 -3.98772 3.38826 -0.2 -0.2 0.2
H 2.20602 -2.99428 4.58928 0.0 -0.1 0.1
H 3.99131 -3.01916 4.57313 -0.1 -0.2 0.2
H 3.36941 -1.00937 3.56755 0.2 0.3 -0.4
H 1.14210 -2.47343 2.66357 -0.3 0.2 0.0
H 2.03950 -2.25750 1.19946 -0.1 -0.2 0.0
H 0.91306 -0.48186 0.85368 -0.1 0.3 0.0
H 2.97236 0.86050 2.76216 0.2 -0.9 0.0
H 2.80845 0.85825 0.99501 0.1 0.4 0.0
H 0.97936 2.21849 1.18132 -0.1 0.7 0.2
H 1.70222 2.86543 2.64247 -0.1 -0.1 0.6
H -0.60848 1.90579 3.25929 -0.2 0.1 -0.1
H -1.23155 -0.46147 4.20496 0.1 -0.1 0.1
H -2.00541 -0.07101 2.69602 0.0 0.1 0.0
H -0.64852 -2.73188 3.25428 0.2 -0.1 -0.3
H -2.32414 -2.36164 2.95197 0.0 -0.1 0.3
H -1.91609 -1.87465 0.85584 -0.2 -0.1 0.0
C -3.42317 -5.34687 -0.18152 -0.7 -0.1 0.3
O -2.82154 -5.52386 -1.45458 0.0 -0.7 -2.3
P -1.74146 -6.71406 -1.75919 3.6 -0.3 4.2
O -1.80400 -7.60222 -0.57098 -0.7 0.1 -0.4
O -0.48014 -5.71809 -1.79954 0.4 -0.3 -0.5
C 0.01040 -5.19342 -0.57855 -0.1 0.4 0.1
O -1.03994 -7.65120 -2.89857 -2.7 1.4 -1.2
C -1.87691 -8.64691 -3.52759 0.0 -0.3 0.0
H -4.50751 -5.35395 -0.29709 0.0 0.0 0.0
H -3.14226 -6.10356 0.54518 0.2 -0.2 -0.2
H -3.12055 -4.36325 0.18635 0.1 0.0 -0.1
H -0.16958 -5.87358 0.25552 -0.1 0.0 0.0
H -0.45288 -4.22437 -0.37522 0.0 0.0 0.1
H 1.08459 -5.04816 -0.68420 0.0 0.0 -0.1
H -2.77989 -8.19872 -3.93952 0.0 0.0 -0.1
H -2.14194 -9.42157 -2.80829 0.0 0.1 0.1
H -1.30649 -9.08883 -4.33921 0.1 0.1 0.0
C -1.71382 2.18844 -3.11140 -0.5 0.3 0.5
O -1.04452 0.95582 -3.37477 0.6 -2.3 0.7
P 0.56654 0.77062 -3.23677 2.3 4.7 -2.6
O 1.03805 2.00191 -2.53949 -0.5 -0.6 0.6
O 0.82720 0.71789 -4.80874 0.6 -0.4 0.1
C 0.74816 1.92249 -5.56855 -0.3 0.1 -0.2
O 1.81641 -0.27219 -2.99262 -2.8 -1.3 0.8
C 1.89923 -0.82627 -1.67698 0.2 -0.1 0.2
H -2.49351 2.01707 -2.36873 0.0 0.0 0.0
H -1.05871 2.97883 -2.75848 0.3 -0.2 0.0
H -2.18798 2.50031 -4.04185 0.1 -0.1 0.0
H 1.01264 2.79252 -4.96745 0.0 0.0 0.1
H -0.25617 2.04119 -5.97757 0.0 0.0 0.0
H 1.45071 1.83535 -6.39305 0.0 -0.1 0.0
H 0.95366 -1.29124 -1.38585 0.1 -0.1 0.1
H 2.16657 -0.04398 -0.96079 0.0 0.0 -0.1
H 2.67443 -1.58853 -1.67785 0.0 0.0 -0.1
C -0.67534 9.08985 1.12190 0.2 0.8 -0.1
O -0.18863 7.78562 1.43939 1.8 -1.6 0.5
P -0.11381 6.58127 0.35459 -5.0 0.1 -2.9
O -0.38152 7.20499 -0.96401 0.7 0.2 0.4
O -1.36310 5.77399 0.97473 0.2 -0.7 -0.1
C -2.67773 6.27039 0.74105 -0.1 0.2 0.2
O 0.59981 5.15352 -0.04385 1.7 1.5 2.3
C 1.99193 5.26097 -0.41808 0.2 -0.1 -0.2
H 0.08412 9.82410 1.38716 0.0 -0.1 0.0
H -0.93898 9.21690 0.07684 0.1 -0.3 -0.1
H -1.55497 9.26335 1.74228 0.0 -0.2 0.0
H -2.73723 6.81264 -0.20251 0.1 0.0 0.0
H -2.98576 6.91757 1.56383 0.0 0.1 0.0
H -3.35093 5.41667 0.70053 0.1 0.0 0.0
H 2.55173 5.78333 0.35830 0.1 0.0 0.0
H 2.09500 5.78936 -1.36501 -0.1 0.0 0.0
H 2.39509 4.25683 -0.52642 -0.2 0.0 0.0
```
Forces are in eV/Å.

---

Calculated strongest force on any atom in order - 2.521, 1.655, 5.856 eV/A